#a
Formula: C4H11N3O
Source: the Open Molecules 2025 dataset
Level of theory: ωB97M-V with the def2-TZVPD basis set

Each line ends with the Mulliken charge.
Geometry (Å):
C: -1.91 -0.80 -0.44  -1.229
C: -1.07 -0.27 0.69  0.851
O: -1.54 -0.08 1.80  -0.602
N: 0.50 -0.80 0.58  -0.116
C: 1.08 -1.44 -0.58  -0.827
C: 1.16 0.36 1.05  -0.640
N: 0.20 1.50 0.60  -0.225
N: 0.19 1.94 -0.78  -0.545
H: -1.51 -0.54 -1.42  0.306
H: -1.98 -1.89 -0.36  0.301
H: -2.93 -0.42 -0.34  0.358
H: 0.49 -2.32 -0.87  0.274
H: 2.12 -1.72 -0.37  0.339
H: 1.09 -0.79 -1.47  0.291
H: 1.12 0.39 2.15  0.282
H: 2.16 0.52 0.63  0.409
H: -0.49 1.89 1.24  0.330
H: 0.35 2.94 -0.81  0.248
H: 0.97 1.53 -1.30  0.195

Properties
Highest occupied orbital energy = -7.84 eV
Gap between HOMO and LUMO = 0.3217 hartree
SMILES string = CC(=O)N(C)CNN
E_LUMO = 0.033 Eh


#b
Formula: C4H11N3O
Source: the Open Molecules 2025 dataset
Level of theory: ωB97M-V with the def2-TZVPD basis set

Each line ends with the Mulliken charge.
Geometry (Å):
N: 1.44 0.57 2.96  -0.543
C: 0.42 1.42 2.44  -0.156
C: -0.48 1.06 1.54  -0.364
N: -1.44 1.98 1.03  -0.643
H: 1.67 0.80 3.91  0.256
H: 2.29 0.63 2.41  0.212
H: 0.39 2.42 2.88  0.333
H: -0.49 0.02 1.21  0.406
H: -2.35 1.53 0.97  0.263
H: -1.20 2.28 0.09  0.231
C: -0.62 -1.97 -2.89  -0.739
N: 0.15 -0.85 -2.35  -0.220
C: 0.56 -0.94 -1.05  0.063
O: 0.20 -1.82 -0.30  -0.575
H: -0.05 -2.90 -2.83  0.267
H: -0.84 -1.77 -3.94  0.320
H: -1.54 -2.08 -2.33  0.242
H: 0.70 -0.31 -2.98  0.255
H: 1.21 -0.10 -0.77  0.393

Properties
Highest occupied orbital energy = -8.46 eV
Gap between HOMO and LUMO = 0.3401 hartree
SMILES string = N/C=C/N.CNC=O
E_LUMO = 0.029 Eh


Quick one: most stable of them? #b


#a
Formula: C4H11N3O
Source: the Open Molecules 2025 dataset
Level of theory: ωB97M-V with the def2-TZVPD basis set

Each line ends with the Mulliken charge.
Geometry (Å):
C: 0.30 1.21 0.58  -0.081
C: 1.73 0.58 -1.30  -0.766
N: 0.45 1.03 -0.78  -0.181
N: -0.67 -0.66 -0.61  0.107
N: -1.64 -0.62 -1.63  -0.799
C: -0.89 -0.20 0.79  0.033
C: -0.66 -1.19 1.74  -1.064
O: 1.39 1.03 1.42  -0.531
H: 1.27 0.19 1.89  0.334
H: -0.10 -1.50 -0.67  0.317
H: -0.20 2.15 0.81  0.384
H: -2.47 -1.12 -1.33  0.246
H: -1.85 0.37 -1.77  0.264
H: -1.84 0.32 0.86  0.261
H: 1.57 0.21 -2.31  0.259
H: 2.19 -0.19 -0.68  0.297
H: 2.41 1.43 -1.35  0.298
H: 0.20 -1.84 1.66  0.386
H: -1.20 -1.21 2.67  0.236

Properties
Highest occupied orbital energy (alpha / beta) = -7.59 / -7.92 eV
Gap between HOMO and LUMO (alpha / beta) = 0.2656 / 0.3063 hartree
E_LUMO (alpha / beta) = -0.013 / 0.015 Eh


#b
Formula: C4H11N3O
Source: the Open Molecules 2025 dataset
Level of theory: ωB97M-V with the def2-TZVPD basis set

Each line ends with the Mulliken charge.
Geometry (Å):
C: 0.70 -1.09 -0.70  -1.186
C: 1.47 -0.17 0.19  1.015
C: 2.74 0.38 -0.39  -1.185
N: 1.00 0.09 1.34  -0.760
H: 1.36 -1.69 -1.32  0.387
H: 0.06 -0.50 -1.36  0.212
H: 0.05 -1.74 -0.11  0.334
H: 2.54 0.82 -1.36  0.309
H: 3.46 -0.43 -0.52  0.302
H: 3.18 1.13 0.26  0.370
H: 1.56 0.74 1.89  0.171
N: -1.73 1.02 1.22  -0.682
N: -2.59 0.06 0.66  0.009
C: -2.71 -0.12 -0.66  0.023
O: -2.03 0.44 -1.50  -0.603
H: -0.82 0.59 1.45  0.431
H: -1.55 1.71 0.49  0.299
H: -3.20 -0.40 1.32  0.191
H: -3.50 -0.85 -0.92  0.362

Properties
Highest occupied orbital energy = -8.90 eV
Gap between HOMO and LUMO = 0.3627 hartree
SMILES string = CC(C)=N.NNC=O
E_LUMO = 0.036 Eh


#c
Formula: C4H11N3O
Source: the Open Molecules 2025 dataset
Level of theory: ωB97M-V with the def2-TZVPD basis set

Each line ends with the Mulliken charge.
Geometry (Å):
H: -1.63 0.84 0.91  0.366
N: -2.65 1.01 1.20  -0.366
N: -3.08 1.89 0.50  -0.093
N: -2.07 2.29 -0.53  -0.309
H: -2.44 2.57 -1.43  0.200
H: -1.09 2.49 -0.37  0.220
C: -0.63 -1.42 -0.85  -1.198
C: 0.84 -1.38 -0.48  -0.272
C: 1.24 -0.18 0.34  0.642
C: 2.61 -0.23 0.97  -1.291
O: 0.52 0.79 0.49  -0.515
H: -0.92 -0.53 -1.41  0.317
H: -1.26 -1.48 0.04  0.285
H: -0.85 -2.28 -1.47  0.370
H: 1.46 -1.34 -1.39  0.305
H: 1.13 -2.28 0.07  0.317
H: 3.36 -0.54 0.24  0.355
H: 2.88 0.73 1.39  0.342
H: 2.60 -0.96 1.78  0.323

Properties
Highest occupied orbital energy = -9.13 eV
Gap between HOMO and LUMO = 0.3627 hartree
SMILES string = [H]/N=N\N.CCC(C)=O
E_LUMO = 0.027 Eh


#d
Formula: C4H11N3O
Source: the Open Molecules 2025 dataset
Level of theory: ωB97M-V with the def2-TZVPD basis set

Each line ends with the Mulliken charge.
Geometry (Å):
H: 3.14 0.27 1.17  0.225
N: 2.24 -0.19 1.27  -0.650
C: 1.50 -0.12 0.24  0.518
N: 1.84 0.47 -0.96  -0.404
C: 0.29 -1.21 0.16  -0.830
N: -0.98 -0.53 0.14  -0.038
C: -1.41 -0.06 -1.17  -1.011
C: -1.04 0.48 1.15  -0.442
O: -2.33 0.90 1.50  -0.494
H: 2.80 0.72 -1.10  0.217
H: 1.38 0.15 -1.80  0.205
H: 0.38 -1.86 -0.71  0.434
H: 0.38 -1.78 1.08  0.315
H: -0.86 0.83 -1.51  0.357
H: -1.26 -0.86 -1.90  0.334
H: -2.46 0.19 -1.13  0.328
H: -0.58 0.12 2.07  0.295
H: -0.21 1.25 0.79  0.323
H: -2.79 1.22 0.72  0.318

Properties
Highest occupied orbital energy = -8.52 eV
Gap between HOMO and LUMO = 0.3399 hartree
SMILES string = [H]/N=C(\N)CN(C)CO
E_LUMO = 0.027 Eh


Quick one: most stable of them? #b


#a
Formula: C4H11N3O
Source: the Open Molecules 2025 dataset
Level of theory: ωB97M-V with the def2-TZVPD basis set

Each line ends with the Mulliken charge.
Geometry (Å):
C: -0.83 0.55 -0.62  -0.298
C: 0.48 1.09 -1.09  0.143
N: 1.04 2.02 -0.27  -0.343
N: -1.52 1.28 0.36  -0.691
O: 1.03 0.67 -2.10  -0.651
H: 1.87 2.50 -0.59  0.246
H: 0.43 2.49 0.39  0.244
H: -2.52 1.28 0.21  0.257
H: -1.35 0.79 1.28  0.337
H: -1.06 -1.33 -0.53  -0.235
H: -1.42 0.23 -1.49  0.576
C: 1.20 -1.48 0.12  -1.364
C: -0.22 -1.10 0.47  1.024
N: -0.73 -0.91 1.63  -0.879
H: -0.10 -1.15 2.39  0.178
H: -0.97 -2.23 -0.30  0.307
H: 1.88 -0.70 0.46  0.365
H: 1.47 -2.41 0.63  0.395
H: 1.33 -1.59 -0.96  0.390

Properties
Highest occupied orbital energy = -8.21 eV
Gap between HOMO and LUMO = 0.3148 hartree
E_LUMO = 0.013 Eh


#b
Formula: C4H11N3O
Source: the Open Molecules 2025 dataset
Level of theory: ωB97M-V with the def2-TZVPD basis set

Each line ends with the Mulliken charge.
Geometry (Å):
C: 2.29 -0.53 -0.29  -0.882
N: 1.01 -0.04 0.23  0.196
N: 1.17 0.82 1.34  -0.781
H: 0.40 -0.97 0.13  0.359
H: 1.23 1.78 1.00  0.285
H: 0.33 0.73 1.91  0.286
H: 2.69 -1.22 0.46  0.344
H: 2.99 0.28 -0.51  0.275
H: 2.08 -1.16 -1.15  0.312
C: -1.54 1.44 0.07  -1.356
C: -0.67 0.38 -0.56  0.810
C: -1.46 -1.31 0.04  -0.322
N: -1.70 -2.17 -0.86  -0.591
O: -0.38 0.32 -1.73  -0.617
H: -1.15 -1.96 -1.70  0.305
H: -1.97 -1.48 1.00  0.301
H: -1.69 1.27 1.13  0.364
H: -1.13 2.43 -0.13  0.361
H: -2.52 1.38 -0.40  0.352

Properties
Highest occupied orbital energy = -8.09 eV
Gap between HOMO and LUMO = 0.3243 hartree
E_LUMO = 0.027 Eh


#c
Formula: C4H11N3O
Source: the Open Molecules 2025 dataset
Level of theory: ωB97M-V with the def2-TZVPD basis set

Each line ends with the Mulliken charge.
Geometry (Å):
N: 3.41 -1.49 0.89  -0.526
C: 2.09 -1.04 1.29  -0.577
C: 1.03 -1.13 0.15  -0.423
C: -0.16 -0.27 0.37  -0.628
N: -0.60 0.33 -0.89  -0.345
C: -1.83 1.03 -0.83  0.413
N: -1.78 2.09 0.05  -0.395
O: -2.83 0.71 -1.42  -0.591
H: 3.63 -2.38 1.31  0.235
H: 3.61 -1.38 -0.09  0.223
H: 2.15 0.13 1.51  0.271
H: 1.65 -1.39 2.25  0.330
H: 1.54 -0.82 -0.76  0.396
H: 0.83 -2.20 0.11  0.179
H: -1.12 -0.78 0.70  0.325
H: -0.02 0.38 1.24  0.368
H: -0.58 -0.43 -1.59  0.268
H: -0.85 2.46 0.07  0.242
H: -2.52 2.77 0.13  0.237

Properties
Highest occupied orbital energy = -9.12 eV
Gap between HOMO and LUMO = 0.3692 hartree
SMILES string = NCCCNC(N)=O
E_LUMO = 0.034 Eh


#d
Formula: C4H11N3O
Source: the Open Molecules 2025 dataset
Level of theory: ωB97M-V with the def2-TZVPD basis set

Each line ends with the Mulliken charge.
Geometry (Å):
C: 2.89 0.58 -1.21  -0.608
C: -0.10 -0.25 0.40  0.721
C: 0.29 -0.66 1.81  -1.266
C: -1.80 0.59 -1.13  -0.663
H: 4.17 0.85 -0.91  0.262
H: 3.20 -0.12 -2.23  0.190
H: 2.07 1.61 -1.35  0.266
H: 2.26 -0.06 0.64  0.248
H: -0.33 -1.30 2.42  0.341
H: 0.49 0.26 2.49  0.241
H: 1.23 -1.19 1.50  0.413
H: -1.14 1.43 -1.87  0.210
H: -3.02 0.55 -1.29  0.279
H: -1.30 -0.47 -1.53  0.258
H: -2.89 0.14 1.74  0.366
N: 2.04 -0.37 -0.39  -0.596
N: 0.70 -0.05 -0.60  -0.179
N: -1.52 0.44 0.26  0.001
O: -2.61 -0.43 0.78  -0.486

Properties
Highest occupied orbital energy = -8.70 eV
Gap between HOMO and LUMO = 0.3405 hartree
E_LUMO = 0.021 Eh


Quick one: most stable of them? #c


#a
Formula: C4H11N3O
Source: the Open Molecules 2025 dataset
Level of theory: ωB97M-V with the def2-TZVPD basis set

Each line ends with the Mulliken charge.
Geometry (Å):
C: -0.96 0.81 1.46  -0.596
C: -1.22 1.89 0.45  -0.898
N: -0.53 -0.75 0.64  -0.016
C: 0.74 -0.46 0.40  0.792
N: 1.31 -1.44 -1.97  -0.527
N: -1.36 -1.07 -0.40  -0.521
C: 1.78 0.33 0.53  -1.077
O: 1.15 -1.86 -0.63  -0.369
H: 2.31 -1.45 -2.16  0.203
H: 0.92 -2.15 -2.59  0.227
H: -0.89 -1.02 -1.33  0.304
H: -1.67 -2.03 -0.27  0.266
H: -1.86 0.41 1.92  0.325
H: -0.22 1.05 2.22  0.395
H: 1.75 1.22 1.13  0.280
H: 2.69 0.06 0.01  0.255
H: -0.30 2.34 0.08  0.304
H: -1.78 1.47 -0.39  0.305
H: -1.85 2.67 0.89  0.349

Properties
Highest occupied orbital energy = -8.29 eV
Gap between HOMO and LUMO = 0.3432 hartree
E_LUMO = 0.039 Eh


#b
Formula: C4H11N3O
Source: the Open Molecules 2025 dataset
Level of theory: ωB97M-V with the def2-TZVPD basis set

Each line ends with the Mulliken charge.
Geometry (Å):
C: 1.01 1.62 1.83  -0.660
O: -0.22 1.00 1.20  -0.378
C: 0.19 0.10 0.30  0.448
N: 1.46 0.01 0.02  -0.435
N: 1.59 -0.91 -1.17  -0.576
N: -0.79 -0.46 -0.63  0.147
C: -1.11 -1.87 -0.37  -0.778
C: -1.95 0.55 -0.97  -0.818
H: 1.05 0.70 2.74  0.215
H: 1.88 1.31 0.87  0.370
H: 0.92 2.71 2.10  0.262
H: 2.63 -0.45 -1.14  0.337
H: 0.97 -0.39 -1.78  0.243
H: -2.22 -2.06 -0.94  0.295
H: -1.13 -2.33 0.84  0.237
H: -0.42 -2.73 -1.11  0.233
H: -2.12 0.09 -2.15  0.295
H: -1.82 1.73 -1.26  0.268
H: -2.69 0.50 -0.13  0.292

Properties
Highest occupied orbital energy = -8.71 eV
Gap between HOMO and LUMO = 0.3497 hartree
SMILES string = CO/C(=N/N)N(C)C
E_LUMO = 0.030 Eh


Quick one: most stable of them? #a